[1]
Below is a molecular structure, C30H27N3O3PtS2, with properties calculated with wB97M-V/def2-TZVPD.

Atoms and positions in Å:
C1 1.97 -5.16 1.34
H1 1.62 -0.01 4.27
C2 -2.08 -0.24 -4.31
C3 1.14 -6.87 -0.12
H2 2.71 4.11 3.90
C4 2.03 2.71 2.40
H3 3.32 -3.33 -2.03
C5 -3.63 4.00 -1.84
C6 -1.83 0.04 1.69
H4 1.41 -1.91 2.47
C7 -1.65 0.48 -3.08
C8 2.45 3.99 2.85
H5 -4.15 4.92 -1.60
N1 1.40 0.53 3.44
C9 -1.69 -1.29 1.29
Pt1 0.50 0.69 -0.96
H6 0.68 -7.84 -0.26
H7 2.20 5.71 -0.03
H8 -2.05 4.33 -0.45
H9 -2.76 0.56 1.51
C10 -2.27 1.60 -2.58
H10 1.40 -6.53 -2.22
C11 1.75 2.52 1.02
H11 2.78 6.04 2.36
C12 2.59 -4.10 -2.25
H12 -5.14 3.36 -3.28
H13 -2.52 -1.77 0.78
C13 2.48 5.07 2.01
S1 1.83 -1.13 -1.14
C14 1.55 -6.13 -1.22
O1 -0.73 2.28 -0.81
C15 2.15 4.87 0.66
H14 2.90 -3.48 0.39
H15 1.04 -6.97 2.02
C16 0.37 -0.06 2.64
C17 1.99 1.70 3.39
H16 2.55 1.92 4.29
C18 0.50 -1.37 2.24
H17 -0.43 -3.03 1.24
H18 -4.00 1.33 -3.90
H19 -2.35 2.79 1.70
C19 1.35 -6.38 1.16
H20 -1.21 -0.46 -4.93
O2 -0.83 1.94 2.83
O3 1.56 1.29 0.60
C20 -2.06 2.65 2.74
H21 -2.55 -1.19 -4.07
H22 1.61 3.49 -0.89
C21 2.16 -4.89 -1.04
C22 -0.80 0.67 2.38
N2 -0.20 -1.23 -2.90
H23 -2.85 2.13 3.29
H24 -2.77 0.36 -4.91
C23 -1.77 2.48 -1.49
C24 -4.19 3.11 -2.83
C25 -2.48 3.69 -1.20
S2 1.15 -3.35 -3.09
H25 -1.87 3.62 3.20
C26 1.80 3.63 0.17
C27 -0.53 -2.00 1.55
C28 0.93 -1.86 -2.34
H26 2.17 -4.80 2.35
C29 -3.54 1.99 -3.18
N3 -0.50 -0.10 -2.43
H27 2.99 -4.75 -3.03
C30 2.38 -4.41 0.25

Energy relative to the best compared isomer or geometry (same formula, charge and spin): 0.0 kJ/mol
Lowest unoccupied orbital energy (spin up / spin down): -8.79 / -8.79 eV
Gap between HOMO and LUMO (spin up / spin down): 4.69 / 4.69 eV
Highest occupied orbital energy (spin up / spin down): -0.496 / -0.496 Ha
Net charge: +2
F_max: 0.0024 Eh/bohr

Löwdin atomic charge list, values in e, 6 entries: atom 1 (C): -0.0757, atom 2 (H): 0.1779, atom 3 (C): -0.0031, atom 4 (C): -0.0523, atom 5 (H): 0.1264, atom 6 (C): -0.1248


[2]
Below is a molecular structure, C30H27N5NiS2, with properties calculated with wB97M-V/def2-TZVPD.

Atoms and positions in Å:
H1 12.52 6.58 19.06
C1 14.12 11.31 13.07
H2 13.35 6.31 11.12
H3 10.66 11.79 6.68
H4 12.95 11.06 16.23
H5 8.97 12.51 16.99
H6 8.52 7.85 16.33
C2 15.05 11.21 15.65
S1 14.36 11.52 10.12
C3 13.21 11.11 14.12
H7 8.13 13.39 8.40
H8 9.75 11.13 10.86
H9 8.87 9.26 7.57
C4 12.98 6.77 12.03
H10 10.31 6.22 19.97
S2 9.57 12.18 13.59
H11 12.19 6.24 15.29
C5 10.72 7.89 16.51
C6 7.66 10.87 9.54
Ni1 11.44 10.67 13.41
H12 12.86 8.71 11.16
C7 11.77 11.31 10.30
C8 13.68 11.14 15.40
C9 12.17 6.65 14.29
C10 12.27 11.87 8.02
C11 8.37 10.16 7.22
H13 13.22 5.09 13.30
N1 8.85 12.65 16.02
C12 12.78 6.10 13.19
H14 17.05 11.37 14.74
H15 7.74 11.66 10.31
H16 15.36 11.13 16.75
C13 10.90 11.67 7.76
C14 11.70 7.99 14.15
H17 8.29 6.95 18.68
C15 9.53 11.80 15.20
C16 9.98 11.40 8.74
N2 12.24 11.18 11.62
H18 8.02 9.96 9.93
C17 12.63 8.10 11.98
H19 12.98 12.15 7.24
H20 16.14 11.58 12.43
C18 10.42 11.29 10.04
H21 8.55 12.86 6.80
N3 11.96 8.63 13.00
N4 10.63 9.87 15.05
H22 12.77 7.93 17.01
C19 11.83 7.55 17.31
H23 6.94 12.54 7.49
C20 13.53 11.35 11.74
C21 8.51 11.26 8.33
H24 8.86 10.42 6.27
C22 11.67 6.90 18.52
N5 9.99 10.71 15.86
C23 10.95 8.66 15.29
H25 7.35 9.96 7.07
C24 9.29 7.07 18.25
C25 10.37 6.67 18.95
H26 6.60 10.70 9.34
C26 15.47 11.33 13.31
C27 9.44 7.63 16.93
H27 8.74 13.58 15.73
C28 8.02 12.60 7.68
C29 12.75 11.51 9.31
C30 15.97 11.30 14.59

Energy relative to the best compared isomer or geometry (same formula, charge and spin): 11.9 kJ/mol
Lowest unoccupied orbital energy (spin up / spin down): 0.05 / -0.12 eV
⟨S²⟩: 2.0096
Gap between HOMO and LUMO (spin up / spin down): 7.31 / 7.64 eV
Highest occupied orbital energy (spin up / spin down): -0.267 / -0.285 Ha
F_max: 0.0612 Eh/bohr
Spin multiplicity: 3

Löwdin atomic charge list, values in e, 6 entries: atom 1 (H): 0.0911, atom 2 (C): -0.2646, atom 3 (H): 0.1128, atom 4 (H): 0.1242, atom 5 (H): 0.0942, atom 6 (H): 0.0787


[3]
Below is a molecular structure, C30H28AlBr3FNNaO10PS3, with properties calculated with wB97M-V/def2-TZVPD.

Atoms and positions in Å:
O1 0.65 -6.12 -6.32
H1 -1.74 -1.42 2.34
H2 -4.32 -0.55 0.77
C1 4.89 1.56 -3.74
H3 6.20 2.71 -4.99
H4 2.01 -3.00 0.11
O2 0.05 3.17 -1.36
H5 2.40 -1.28 4.48
C2 4.21 4.00 -2.57
H6 0.49 5.29 2.52
C3 -1.78 -0.24 4.72
O3 -0.64 1.54 0.57
C4 -3.94 1.42 4.29
H7 -2.16 -2.80 -7.51
C5 0.60 3.59 4.01
Al1 1.51 3.75 -0.02
S1 -3.84 1.68 -0.36
C6 0.25 4.17 2.53
C7 -1.69 -3.47 -6.79
C8 0.44 0.74 5.13
C9 -3.39 0.00 0.37
C10 -2.23 -3.31 -5.43
H8 -0.13 -5.65 -4.03
C11 -1.28 3.91 2.10
Br1 4.75 -5.40 -0.88
C12 -4.35 -1.18 4.65
C13 3.97 1.60 -2.70
C14 -0.63 -5.01 -4.75
H9 1.57 4.15 4.32
C15 -4.96 0.24 4.36
H10 -2.89 -0.69 -0.40
C16 -2.40 1.17 4.47
C17 -0.72 -4.34 -7.23
C18 1.58 -2.55 1.06
S2 1.10 1.81 3.76
C19 0.05 -2.25 1.13
H11 0.83 2.59 -1.14
Br2 4.67 -2.64 -2.52
H12 -0.57 -2.51 0.20
C20 1.76 -1.53 3.57
H13 -1.70 2.91 2.45
H14 -5.09 -2.05 4.74
H15 5.60 4.88 -3.95
C21 -1.59 -4.13 -4.32
C22 3.64 2.81 -2.13
H16 4.77 -4.99 -3.33
O4 -1.98 -3.95 -3.15
O5 -2.52 2.22 -1.26
C23 -0.16 -5.24 -6.14
H17 3.51 0.69 -2.33
H18 -6.09 0.36 4.24
H19 -4.38 2.46 4.07
Na1 -2.90 -2.55 -0.33
C24 -2.82 -1.41 4.83
Br3 2.33 -4.81 -2.90
C25 4.21 -4.52 -2.52
O6 -5.04 1.41 -1.23
O7 -0.28 -4.47 -8.38
C26 -0.61 -1.58 2.39
H20 5.16 0.62 -4.20
H21 -1.90 4.72 2.66
C27 2.42 -2.19 2.33
H22 0.93 3.63 1.78
C28 5.14 3.96 -3.60
F1 2.72 2.85 -1.10
O8 -1.57 4.09 0.67
H23 -2.74 0.24 1.29
S3 0.72 1.23 6.70
H24 -1.75 2.10 4.41
O9 -4.14 2.58 0.80
C29 5.48 2.74 -4.19
P1 -1.22 2.71 -0.24
O10 -3.14 -2.53 -5.26
H25 -2.49 -2.48 5.02
C30 0.22 -1.18 3.66
H26 -0.24 3.74 4.76
H27 3.93 4.94 -2.10
N1 -0.34 -0.52 4.85
H28 3.55 -2.42 2.28

Lowest unoccupied orbital energy: -8.81 eV
Gap between HOMO and LUMO: 3.80 eV
Highest occupied orbital energy: -0.464 Ha
Net charge: +2
F_max: 0.1375 Eh/bohr

Löwdin atomic charge list, values in e, 6 entries: atom 1 (O): 0.1655, atom 2 (H): 0.0536, atom 3 (H): 0.1147, atom 4 (C): -0.0469, atom 5 (H): 0.1216, atom 6 (H): 0.0717


[4]
Below is a molecular structure, C30H28BrF5N2O3PdSSe, with properties calculated with wB97M-V/def2-TZVPD.

Atoms and positions in Å:
C1 -1.12 3.49 -0.41
C2 3.84 -0.66 0.14
C3 -3.43 -1.99 1.44
H1 -1.60 -0.73 4.11
H2 4.57 -5.33 -4.67
H3 -2.87 0.06 3.19
C4 -2.57 -2.02 2.70
C5 7.15 -2.31 -2.01
C6 0.17 1.14 -4.74
H4 4.76 -3.23 0.20
C7 -3.23 4.68 -0.53
C8 4.09 -4.52 -4.14
S1 2.27 -1.48 -0.22
C9 3.86 -2.17 -3.69
C10 2.47 -3.75 -2.53
C11 6.84 -0.97 -2.14
F1 -3.20 7.00 -0.72
H5 3.67 0.39 -0.11
H6 7.98 -2.73 -2.56
C12 -0.80 0.47 -3.97
H7 7.43 -0.33 -2.78
H8 -1.75 -2.73 2.58
C13 5.00 -1.24 -0.61
H9 -3.92 -2.95 1.30
C14 5.33 -2.59 -0.47
H10 0.97 1.44 -6.70
Se1 -0.06 1.94 -0.24
H11 -4.20 -1.22 1.51
H12 5.52 0.62 -1.54
C15 -0.87 0.66 -2.54
C16 -2.06 -0.66 3.13
H13 4.17 -1.15 -3.87
H14 -3.20 -1.64 -0.59
H15 2.79 -5.81 -3.03
H16 -3.19 -2.41 3.51
O1 0.02 1.51 -2.03
H17 1.69 -3.97 -1.81
H18 -1.96 -2.46 0.08
H19 -0.75 0.80 2.56
H20 0.86 1.83 -4.27
C17 -2.52 3.50 -0.43
O2 1.21 -0.52 0.31
H21 1.11 -1.32 -2.20
C18 -1.70 -0.41 -4.59
N1 -2.60 -1.69 0.24
F2 -0.50 7.05 -0.70
F3 0.87 4.74 -0.51
H22 -2.44 -0.92 -4.00
F4 -3.21 2.36 -0.35
F5 -4.55 4.67 -0.54
C19 -0.45 4.71 -0.50
H23 -2.32 -1.29 -6.44
H24 3.94 -0.75 1.22
N2 -1.04 -0.10 2.19
C20 -2.53 5.88 -0.62
C21 6.39 -3.12 -1.18
H25 -0.19 -0.67 2.17
H26 6.64 -4.17 -1.07
H27 5.25 -2.99 -5.10
Br1 -0.58 -0.24 -8.54
C22 4.47 -3.21 -4.38
C23 3.09 -4.79 -3.22
C24 5.76 -0.44 -1.44
C25 -1.14 5.90 -0.61
C26 2.19 -1.31 -2.02
C27 -0.67 0.05 -6.70
O3 -1.70 0.06 -1.82
C28 -1.63 -0.62 -5.95
Pd1 -1.49 0.05 0.20
C29 2.86 -2.44 -2.76
C30 0.23 0.93 -6.10
H28 2.59 -0.33 -2.29

Energy relative to the best compared isomer or geometry (same formula, charge and spin): 0.0 kJ/mol
Lowest unoccupied orbital energy: -6.96 eV
Gap between HOMO and LUMO: 6.13 eV
Highest occupied orbital energy: -0.481 Ha
Net charge: +2
F_max: 0.0037 Eh/bohr

Löwdin atomic charge list, values in e, 6 entries: atom 1 (C): -0.3092, atom 2 (C): -0.2706, atom 3 (C): -0.2013, atom 4 (H): 0.1346, atom 5 (H): 0.1127, atom 6 (H): 0.1304


[5]
Below is a molecular structure, C30H28BrN4O3PPt, with properties calculated with wB97M-V/def2-TZVPD.

Atoms and positions in Å:
H1 -2.92 4.60 2.02
C1 -5.09 -0.97 -0.96
C2 4.59 2.33 0.41
H2 3.61 -1.18 -5.22
H3 -1.78 2.44 1.97
H4 2.74 0.53 3.28
C3 1.84 -1.24 -1.80
C4 -0.22 -5.09 -0.53
C5 -1.54 3.18 1.22
H5 1.03 0.67 -2.33
H6 -0.55 -5.73 -1.33
C6 0.53 -2.94 0.24
Pt1 0.25 1.00 0.25
H7 -6.63 1.41 1.68
C7 3.32 -2.25 -3.39
C8 5.22 1.26 1.05
C9 4.54 0.08 1.22
H8 2.17 0.71 -4.54
H9 5.10 3.27 0.24
C10 -6.20 0.74 0.95
C11 0.60 -3.42 1.55
H10 -0.04 0.92 3.17
C12 -0.34 3.86 -0.79
O1 -1.22 -0.83 -1.54
C13 3.13 -1.18 -4.25
C14 3.24 -0.03 0.72
C15 0.07 -3.76 -0.79
H11 2.74 2.97 -0.48
C16 -4.83 0.59 0.88
C17 -1.90 5.34 0.27
H12 -4.65 -1.64 -1.68
H13 -8.09 0.15 0.12
N1 -2.42 -0.92 -1.26
H14 -0.77 5.83 -1.49
H15 0.36 3.68 -1.59
H16 1.69 1.20 4.54
C18 -0.97 5.08 -0.75
H17 -7.11 -1.35 -1.56
C19 -6.46 -0.81 -0.88
C20 0.31 -4.75 1.80
H18 -0.29 -6.63 0.95
N2 2.63 1.01 0.14
H19 -0.03 -3.36 -1.79
C21 1.89 1.18 3.47
O2 0.78 0.65 2.74
N3 2.51 -1.19 0.78
H20 3.97 -3.07 -3.67
H21 5.01 -0.77 1.70
C22 -4.28 -0.25 -0.09
C23 -2.19 4.39 1.25
H22 0.39 -5.15 2.80
N4 -2.87 -0.31 -0.21
Br1 -2.79 7.00 0.31
H23 2.84 -1.94 1.37
C24 3.29 2.16 -0.01
H24 -4.16 1.11 1.55
C25 -7.01 0.04 0.07
C26 2.31 -0.12 -3.87
H25 2.13 2.19 3.13
C27 2.69 -2.29 -2.16
H26 6.24 1.36 1.40
P1 1.07 -1.27 -0.15
O3 -2.14 0.25 0.69
C28 1.67 -0.15 -2.64
C29 -0.08 -5.59 0.76
C30 -0.61 2.88 0.20
H27 0.86 -2.76 2.36
H28 2.83 -3.12 -1.48

Lowest unoccupied orbital energy (spin up / spin down): -5.45 / -9.19 eV
⟨S²⟩: 6.0564
Gap between HOMO and LUMO (spin up / spin down): 7.85 / 4.39 eV
Highest occupied orbital energy (spin up / spin down): -0.489 / -0.499 Ha
Net charge: +2
F_max: 0.0663 Eh/bohr
Spin multiplicity: 5

Löwdin atomic charge list, values in e, 6 entries: atom 1 (H): 0.1183, atom 2 (C): 0.0097, atom 3 (C): -0.0404, atom 4 (H): 0.1174, atom 5 (H): 0.0906, atom 6 (H): 0.0744


[6]
Below is a molecular structure, C30H28ClFN7O4Te4Ti, with properties calculated with wB97M-V/def2-TZVPD.

Atoms and positions in Å:
N1 -1.06 1.03 -2.31
H1 -4.53 -2.95 -5.28
H2 3.54 0.29 0.95
C1 3.84 1.45 -1.86
C2 2.93 0.46 -2.07
N2 -2.21 -0.76 -4.24
H3 -3.17 -0.82 2.97
O1 -0.49 2.68 5.09
Ti1 -0.01 0.20 -0.87
N3 0.60 1.22 3.70
F1 1.57 -2.20 4.29
C3 -2.45 -0.99 0.92
C4 1.15 -0.04 3.54
C5 -0.28 2.17 -2.11
Te1 2.30 -3.21 -3.43
H4 7.21 -1.77 1.79
C6 0.74 2.25 2.66
H5 -4.11 -2.36 1.19
N4 1.59 0.68 -2.09
C7 0.43 1.67 1.29
H6 -2.13 -2.36 -5.51
H7 -1.63 -1.67 2.81
H8 4.89 1.22 -1.86
C8 5.73 -2.80 0.60
C9 6.23 -1.74 1.33
H9 6.32 -3.70 0.47
C10 -2.93 2.38 -2.83
C11 -3.17 -2.31 0.64
C12 -2.22 -0.84 2.43
C13 1.04 -0.99 4.48
C14 -2.25 3.52 -2.30
O2 1.27 0.88 0.77
C15 2.03 3.02 -1.60
N5 -0.16 0.55 5.79
C16 0.34 -0.75 5.73
H10 0.03 3.03 2.90
C17 -2.78 -1.77 -4.88
Cl1 5.99 0.76 2.36
Te2 0.29 -2.31 0.49
C18 -4.90 -1.36 -3.88
C19 4.46 -2.70 0.04
H11 -4.29 0.14 0.92
C20 -4.31 -0.30 -3.20
H12 3.21 -0.57 -2.23
H13 1.66 4.01 -1.39
H14 -3.48 0.07 -0.65
H15 -0.42 4.29 -1.59
C21 -0.95 3.42 -1.95
C22 3.36 2.75 -1.57
H16 1.76 2.65 2.67
C23 4.18 -0.58 0.87
H17 4.04 -3.50 -0.55
H18 -2.84 1.13 0.62
H19 -2.55 -3.16 0.94
O3 0.18 -1.54 6.63
C24 -0.06 1.57 4.86
C25 5.43 -0.62 1.46
H20 4.06 3.54 -1.33
H21 -1.70 0.10 2.63
C26 -2.32 1.17 -2.82
H22 1.66 -0.22 2.60
C27 -2.97 -0.02 -3.43
C28 1.12 1.97 -1.96
N6 3.71 -1.61 0.18
H23 -4.88 0.30 -2.50
H24 -3.92 2.48 -3.27
N7 -1.18 -0.90 0.20
C29 -4.12 -2.10 -4.75
Te3 0.03 -2.46 -2.30
Te4 -1.76 -4.41 -2.61
H25 -0.65 0.80 6.64
O4 -0.65 1.95 0.73
C30 -3.32 0.17 0.42
H26 -5.94 -1.60 -3.72
H27 -2.77 4.46 -2.22
H28 -3.37 -2.42 -0.43

Energy relative to the best compared isomer or geometry (same formula, charge and spin): 55.6 kJ/mol
Lowest unoccupied orbital energy (spin up / spin down): 1.70 / 1.70 eV
Gap between HOMO and LUMO (spin up / spin down): 5.79 / 5.79 eV
Highest occupied orbital energy (spin up / spin down): -0.150 / -0.150 Ha
Net charge: -1
F_max: 0.0238 Eh/bohr

Löwdin atomic charge list, values in e, 6 entries: atom 1 (N): 0.0134, atom 2 (H): 0.1014, atom 3 (H): 0.0893, atom 4 (C): -0.0862, atom 5 (C): -0.1563, atom 6 (N): 0.1049


What is the F_max in the first record? 0.0024 Eh/bohr


Among the records above, which one has the highest F_max? C30H28AlBr3FNNaO10PS3